Record 1
Formula: C12H23N2O2P2SeSr
Source: OMol25
Level of theory: ωB97M-V with the def2-TZVPD basis set

- gap between HOMO and LUMO (spin up / spin down) (eV) = 6.61 / 3.96
- DFT total energy (eV) = -104643.6284
- E_LUMO (spin up / spin down) (eV) = -4.68 / -6.13
- HOMO (spin up / spin down) (Eh) = -0.4149 / -0.3708
- total charge = +1
- energy relative to the best compared isomer or geometry (same formula, charge and spin) (eV) = 5.0849

Geometry as XYZ:
```
43
Properties=species:S:1:pos:R:3:forces:R:3
H -0.182 -4.931 -0.054 -0.7360 0.2747 -1.0229
H 2.079 -3.874 0.266 0.1090 0.2868 -0.2560
Se -1.110 1.800 5.401 -0.0785 -0.0656 0.0238
C 2.735 -0.167 -0.379 0.0626 0.2913 -0.1960
C -1.678 1.954 -1.119 0.0974 -0.3679 -0.6475
H -3.261 -2.741 -1.794 0.8391 -1.0917 -0.0086
H -2.246 4.488 0.573 0.1887 -0.1877 0.1949
H 3.426 -3.071 -0.614 -0.2990 0.1034 0.0628
C -1.515 3.770 0.969 0.0930 -0.0196 0.1434
H -4.229 2.045 1.656 -0.0212 0.0609 -0.5038
H 3.427 -0.649 -1.086 0.0369 0.2756 0.3031
H 1.737 -2.877 -1.178 0.1297 -0.1414 0.1389
H -1.387 3.876 2.054 -0.0930 0.1856 -0.2978
H -0.219 -5.225 1.426 0.0555 -0.1714 -0.0010
C -3.885 2.068 0.607 0.3183 -0.0298 0.2278
H -2.429 -1.216 1.585 -2.0832 -0.7012 0.6926
C 2.379 -2.974 -0.291 -0.2617 -0.1167 -0.0409
C -0.012 1.897 -2.930 -0.4581 0.2172 0.5097
H 4.473 -2.216 1.282 -0.3154 0.2635 0.0851
C 1.731 0.619 -1.222 -0.4180 -0.1803 -0.0387
H -0.768 2.337 -3.587 0.4270 -0.0391 0.2126
O -3.791 -1.979 -1.934 -1.0153 0.8195 0.3291
H 3.387 -2.262 2.702 0.2159 0.1426 -0.2122
P 2.160 -1.494 0.776 1.0299 -0.4205 -0.4260
H 3.267 1.031 -2.686 -0.5372 0.1187 0.0928
P -2.039 2.038 0.625 -0.5342 0.2631 -0.0335
H -2.432 2.308 -1.840 0.5013 -0.1255 0.2302
H -4.264 2.961 0.090 0.0519 -0.2707 0.1960
Sr -0.647 -0.572 1.187 1.7724 0.6500 -0.2645
C -1.012 0.380 4.367 0.1271 -0.7825 -0.8948
C 2.209 1.157 -2.428 0.0182 0.0031 -0.0302
N -0.890 -0.535 3.619 -0.1764 0.7866 0.7062
H -4.614 -2.215 -1.473 0.2144 0.2905 -0.2775
H 4.029 -0.700 2.143 -0.0865 -0.2910 -0.0156
O 0.346 -5.268 0.646 0.5463 -0.1883 1.0849
C -0.414 1.526 -1.614 0.5428 -0.4377 -0.5222
H -4.229 1.157 0.092 0.0513 0.3215 0.2377
H 3.313 0.541 0.242 -0.1952 -0.1719 -0.3367
N 0.454 0.775 -0.821 0.2675 0.7558 -0.2421
C 1.316 1.786 -3.293 0.1300 -0.1227 -0.0899
H 1.663 2.187 -4.246 -0.1172 -0.2063 0.2048
C 3.669 -1.683 1.811 -0.1627 0.0728 0.4381
H -0.550 3.943 0.472 -0.2375 -0.0538 0.2440
```
Forces are in eV/Å.

Record 2
Formula: C12H23N2OPtS2
Source: OMol25
Level of theory: ωB97M-V with the def2-TZVPD basis set

- gap between HOMO and LUMO (eV) = 6.45
- DFT total energy (eV) = -42753.7756
- E_LUMO (eV) = -3.50
- HOMO (Eh) = -0.3655
- total charge = +1

Geometry as XYZ:
```
41
Properties=species:S:1:pos:R:3:forces:R:3
C 1.868 -0.214 0.899 0.4265 -0.1869 -0.0241
C 2.363 -0.044 3.374 0.0786 0.0216 0.3738
C -1.694 1.447 1.755 0.1953 0.6790 -0.5104
C 2.165 1.935 2.080 0.0117 0.1215 -0.0608
H -3.921 0.883 -0.651 0.1694 0.0052 -0.1787
H 0.589 -1.951 -0.823 -0.0282 0.0519 0.0223
H -3.265 0.303 -4.898 0.0209 -0.0179 0.0160
H 3.142 2.256 2.443 -0.0150 -0.0658 0.0261
Pt -0.716 0.833 -0.208 -1.5041 -0.0062 -1.4617
H 0.453 -0.821 -4.413 -0.0288 -0.0216 0.0229
S -1.509 -0.081 -3.309 -0.2310 -0.2187 -0.6499
H 2.316 -2.005 -1.195 0.0212 0.0407 -0.0066
S 1.598 0.683 -0.600 -0.4402 -0.1465 0.8347
C -2.652 -0.362 0.694 -0.0523 -0.5528 0.9566
H 1.404 2.283 2.781 0.0066 -0.0625 0.0165
H -0.144 0.713 -5.096 -0.0448 0.0211 -0.0096
H -2.830 2.981 0.617 0.0675 -0.0180 -0.1031
H -2.336 1.799 -4.516 0.0183 -0.0118 -0.0358
H 2.375 -1.117 3.445 0.0721 0.6163 0.2266
C -2.575 1.945 0.764 -0.2230 0.4323 0.7724
H 3.322 0.333 3.731 -0.0087 0.0549 -0.0027
H -3.526 1.159 -3.354 -0.0095 -0.0270 -0.0097
H -2.971 -1.367 0.471 0.0694 0.0225 -0.1015
H -1.227 2.040 2.525 0.1461 -0.0169 -0.0820
C -2.794 0.896 -4.115 0.1951 -0.1016 0.2214
H -1.306 -0.667 2.428 0.1606 0.0091 -0.0996
C 1.568 -2.241 -0.443 -0.0357 0.1511 -0.1624
C -1.750 0.006 1.711 -0.2847 -0.7181 -0.4699
H 1.918 -3.477 1.634 -0.0067 0.0000 -0.0707
N 1.858 -1.560 0.828 -0.0488 0.2059 0.1623
O -0.774 0.919 -2.445 0.4799 0.4550 0.8893
H 1.573 -3.314 -0.274 0.0256 0.0638 0.0589
H 1.268 -2.284 2.736 -0.0209 -0.1460 -0.1219
H 1.985 2.386 1.117 -0.0404 -0.0623 -0.1604
C -0.429 -0.276 -4.742 -0.1141 0.0203 0.3051
C -3.158 0.832 0.112 1.1373 0.1247 -0.1551
N 2.134 0.471 2.024 -0.0837 -0.1827 -0.1606
H 3.025 -2.364 2.406 -0.0324 -0.1530 -0.0984
H 1.584 0.338 4.038 0.0003 0.0452 -0.0180
C 2.028 -2.454 1.974 -0.0444 -0.4314 -0.1647
H -0.958 -0.841 -5.508 -0.0050 0.0057 0.0132
```
Forces are in eV/Å.

Record 3
Formula: C12H23N4O3S
Source: OMol25
Level of theory: ωB97M-V with the def2-TZVPD basis set

- gap between HOMO and LUMO (eV) = 7.22
- DFT total energy (eV) = -35758.2720
- E_LUMO (eV) = 3.04
- SMILES = CNC(=O)[C@H](C[S-])NC(=O)[C@@H](CCCCN)NC(C)=O
- HOMO (Eh) = -0.1537
- total charge = -1
- energy relative to the best compared isomer or geometry (same formula, charge and spin) (eV) = 0.0000

Geometry as XYZ:
```
43
Properties=species:S:1:pos:R:3:forces:R:3
C 0.132 -2.885 -3.223 -1.4584 -1.7127 -0.0102
H 2.973 -2.546 -4.302 0.6994 -0.5486 0.4063
C 0.681 2.490 0.958 1.1584 0.0773 0.5100
C 2.038 -2.169 -4.643 -1.1945 0.8321 0.1716
H -0.145 2.557 3.497 -0.3275 -0.4083 0.2760
H 1.773 4.408 2.582 0.3519 0.1332 0.4162
H -0.291 2.617 1.412 -0.3549 -0.0143 0.0330
H 0.904 3.419 0.387 -0.0813 -0.3100 0.5217
N 1.073 -2.025 -3.535 2.1209 3.2146 0.1602
N -0.342 -1.429 -1.214 -0.9692 0.3120 -1.5690
H -3.171 0.302 3.539 -0.1582 0.1394 0.9376
H 1.207 -1.180 -2.921 -0.2514 -1.6734 -0.7938
O -0.101 -3.890 -3.904 0.0964 0.3224 0.4379
C 1.622 3.473 3.131 -0.5272 -1.2509 -1.1900
H -1.782 -0.510 0.420 0.1744 0.0783 0.1530
C -2.923 -0.245 2.665 0.3952 -0.7524 -1.8015
H -0.024 1.617 -0.850 0.0637 -0.3904 0.1358
H 0.299 3.573 4.714 -0.0467 -0.1491 -0.3592
C -0.731 -2.581 -1.983 0.3821 -0.1939 0.0687
S -3.106 -1.399 -1.012 -0.7461 -0.6293 -0.8381
H -1.183 -0.864 -1.137 -0.2595 0.2879 0.3801
H -3.560 0.106 1.857 -0.2880 -0.1661 -0.1300
H 2.736 2.340 1.582 0.2419 -0.0586 0.1912
H -3.068 -1.353 2.748 0.1896 1.0120 0.0888
O -0.762 0.521 3.214 0.6416 0.3125 0.0108
H 1.603 -2.838 -5.373 0.0046 -0.1222 -0.1764
H -0.712 -3.457 -1.310 -0.0230 0.0880 -0.4757
H 0.956 -0.303 1.453 -0.1601 0.5699 -0.7247
C 0.682 1.363 -0.044 -0.3085 -0.8113 0.3300
N 0.270 3.450 3.705 0.1174 0.5106 0.0907
C 1.765 2.302 2.075 -1.0066 1.3313 0.4546
H -2.128 -1.538 -3.261 -0.0622 -0.4354 0.5208
O 1.800 -1.540 -0.542 0.2937 -0.1477 0.1680
H 1.673 1.274 -0.488 0.1525 -0.0397 -0.1014
H 1.667 1.379 2.669 -0.1255 0.1386 -0.6488
H -2.674 -3.147 -2.757 -0.0043 0.1566 0.2096
C 0.659 -1.091 -0.457 1.4421 -0.4995 0.6386
H 2.326 3.276 3.924 0.7500 0.4226 0.0950
C -2.188 -2.239 -2.393 -0.1447 0.2894 -0.4096
C -1.476 0.105 2.302 -0.1597 -0.3652 1.3452
C 0.332 -0.043 0.566 -0.2339 1.1627 1.3613
H 2.260 -1.185 -5.107 -0.4392 -0.4721 0.2666
N -1.066 -0.112 1.057 0.0548 -0.2402 -1.1508
```
Forces are in eV/Å.